No. 1
The following is a DFT calculation (ωB97M-V/def2-TZVPD) of an isolated molecule of C5H8N2O at a distorted geometry.

Structure (XYZ):
```
16
Properties=species:S:1:pos:R:3:forces:R:3:lowdin_charge:R:1
N -1.497163 0.622857 1.198695 -2.581 0.126 1.135 -0.033
C -1.308026 0.229014 -0.196811 -1.045 -0.721 -0.547 -0.278
C -0.235051 -0.845144 -0.296540 -0.017 -0.015 0.383 -0.197
C 1.154854 -0.694545 0.377589 -0.100 -0.098 -0.466 -0.110
C 1.580535 0.735987 0.479024 -1.093 -2.061 -0.460 -0.124
N 1.605496 1.384998 -0.596212 0.568 0.404 -1.253 0.085
O 1.412268 0.501948 -1.681064 -0.724 -0.078 0.601 -0.071
C 1.003148 -0.729218 -1.148015 -0.416 -1.185 0.097 -0.233
H -2.260025 -0.012317 1.660278 1.939 1.590 -1.080 0.111
H -1.921611 1.583500 1.179369 0.456 -1.300 0.321 0.080
H -2.285276 -0.205073 -0.641195 1.512 0.666 0.383 0.130
H -1.065918 1.135517 -0.774061 0.122 -0.473 0.095 0.111
H -0.643297 -1.880966 -0.161796 0.647 0.988 -0.415 0.149
H 1.517522 -1.508580 1.049622 -0.174 0.980 -0.759 0.144
H 1.746101 1.251463 1.351313 0.411 1.054 1.952 0.093
H 1.196444 -1.569439 -1.800195 0.495 0.124 0.012 0.144
```
Positions in Å, forces in eV/Å.

The HOMO energy is -9.3 eV. Its energy above the lowest of the compared OMol25 structures with the same formula, charge and spin is 82.5 kcal per mole. The SMILES is NC[C@@H]1[C@@H]2C=NO[C@@H]21. As for the HOMO-LUMO gap: 10.17 eV. As for the strongest force on any atom: 2.822 eV Å⁻¹.


No. 2
The following is a DFT calculation (ωB97M-V/def2-TZVPD) of an isolated molecule of C5H8N2O at a distorted geometry.

Structure (XYZ):
```
16
Properties=species:S:1:pos:R:3:forces:R:3:lowdin_charge:R:1
C -1.043031 -1.505797 0.033370 3.282 0.599 -0.799 -0.030
C -0.123898 1.601144 -0.023206 1.143 2.321 -2.209 -0.062
C 1.247699 0.643415 0.148151 4.122 7.026 5.996 -0.345
C 1.918680 -0.465129 -0.508141 -0.326 -1.459 -6.676 -0.035
C 0.405979 -0.801588 -0.284159 -0.876 -7.312 2.576 -0.308
H -0.902604 -2.189572 1.037990 -1.060 2.238 -2.253 0.162
H -1.380010 -2.013020 -0.860988 -0.336 -0.816 0.322 0.085
H -2.742681 -0.292767 -0.035543 0.966 1.174 -0.232 0.132
H -0.229358 2.760895 -0.208251 1.335 -2.324 0.591 0.132
H 2.262012 1.092413 0.676620 -2.867 0.664 -0.405 0.174
H 2.853397 -0.822962 -0.151676 -0.013 -0.788 1.858 0.100
H 2.270186 -0.341313 -1.587299 -1.129 0.199 0.723 0.133
H 0.119663 -0.059008 -0.877829 -2.061 1.305 -3.647 0.044
N -1.729144 -0.132569 -0.146575 -1.796 -2.615 1.142 -0.082
N -1.308857 1.140848 -0.163073 -0.406 -0.629 1.200 -0.030
O 0.572854 -0.253111 0.997302 0.022 0.417 1.813 -0.070
```
Positions in Å, forces in eV/Å.

The HOMO energy is -8.6 eV. Its energy above the lowest of the compared OMol25 structures with the same formula, charge and spin is 238.0 kcal per mole. As for the HOMO-LUMO gap: 9.59 eV. As for the strongest force on any atom: 10.115 eV Å⁻¹.


No. 3
The following is a DFT calculation (ωB97M-V/def2-TZVPD) of a cluster of 2 separate species, C5H8N2O in total.

Structure (XYZ):
```
16
Properties=species:S:1:pos:R:3:forces:R:3:lowdin_charge:R:1
C -1.212087 -0.444547 -0.013239 -0.065 0.159 -0.177 -0.250
C 0.070242 0.224285 0.389749 0.032 -0.044 -0.041 -0.132
C 2.567824 0.399559 -0.176290 -0.027 -0.031 -0.016 -0.012
C 1.257848 -0.310060 -0.421054 -0.094 -0.006 -0.048 -0.432
N -1.901852 0.057747 -1.043369 0.009 -0.048 0.250 0.133
C -2.297233 0.121037 1.729994 0.164 -0.206 -0.290 -0.249
O 1.146302 -1.236884 -1.187800 -0.022 0.200 0.195 0.095
N -2.653730 -0.993787 1.793896 0.027 0.071 -0.005 -0.037
H -1.213608 -1.523023 0.040761 -0.075 0.076 0.117 0.121
H -2.001971 1.060718 -1.110388 0.074 -0.091 -0.003 0.123
H -2.691868 -0.468195 -1.386439 0.087 0.025 0.061 0.125
H 0.274128 0.040712 1.444061 -0.031 -0.043 -0.003 0.120
H -0.002090 1.308303 0.284200 0.002 -0.004 -0.012 0.128
H 2.505855 1.424385 -0.552208 -0.021 -0.044 0.001 0.091
H 2.779382 0.464774 0.893186 -0.033 -0.020 -0.032 0.089
H 3.372858 -0.125025 -0.685060 -0.028 0.006 0.002 0.086
```
Positions in Å, forces in eV/Å.

The HOMO energy is -9.7 eV. Its energy above the lowest of the compared OMol25 structures with the same formula, charge and spin is 62.9 kcal per mole. As for the HOMO-LUMO gap: 9.96 eV. As for the strongest force on any atom: 0.392 eV Å⁻¹.